1.
C44H50BrClF5NO3 | wB97M-V/def2-TZVPD

```
105
Properties=species:S:1:pos:R:3:forces:R:3:mulliken_charge:R:1
C 1.32414 -2.79466 5.09046 0.36 -0.05 -0.11 -0.938
C 2.19035 -1.99521 4.42246 0.12 0.04 0.02 -0.386
C 2.62333 -2.22543 2.98465 0.63 -1.19 0.96 -0.859
C 2.49014 -0.96602 2.08519 -0.22 0.83 0.36 2.193
C 3.88115 -0.28776 2.05613 0.09 -0.15 0.17 -2.267
C 4.99107 -1.04012 1.39094 0.07 -0.11 0.07 0.285
O 5.00054 -2.14543 0.97972 -0.04 -0.07 -0.16 -0.442
Br 6.64113 0.03484 1.26147 -0.10 -0.27 0.19 -0.162
C 1.63862 0.23459 2.65870 -0.31 -0.13 -0.27 -1.026
O 1.86746 0.85825 3.65044 0.41 0.35 0.06 -0.539
N 0.55714 0.54685 1.77622 -0.11 -0.66 0.30 -0.326
C 0.28434 -0.73298 1.09461 0.03 1.44 -0.07 0.942
Cl -0.38298 -1.69741 2.46850 -0.03 -0.42 -0.26 -0.161
C -0.75569 -0.61030 -0.03784 0.52 -0.56 -0.05 -0.238
C -2.10623 -1.30728 0.11965 -0.61 0.39 -0.43 -1.751
C -3.21476 -0.62197 0.96160 0.23 -0.18 0.20 -0.126
C -2.87888 0.70672 1.63291 -0.67 0.26 0.00 -1.211
C -2.86762 1.90822 0.65940 0.36 0.06 0.97 -0.921
C -1.94524 3.03644 1.16227 0.15 0.12 -0.45 -0.417
C -1.27790 3.85913 0.03255 0.03 -0.03 0.61 -1.301
C 1.73388 -1.13792 0.70553 1.12 -1.23 -0.12 2.304
C 2.42489 -0.14539 -0.28367 -1.08 0.31 -0.37 -1.784
C 1.77736 0.10328 -1.65012 0.12 -0.22 -0.18 -1.448
C 1.94836 -2.53932 0.04766 -0.24 -0.25 0.10 -0.481
C 0.81966 -3.53248 0.12165 -0.06 -0.12 0.10 0.056
O 0.53503 -4.26933 0.99852 0.06 -0.01 -0.15 -0.464
F 0.09751 -3.56496 -1.03934 0.07 0.10 0.10 -0.289
H 0.38595 -2.41629 5.48744 0.84 0.35 1.68 0.285
H 1.52489 -3.85838 5.20586 -0.99 -0.36 -1.53 0.287
H 2.61530 -1.12464 4.91665 -1.29 0.95 -0.53 0.407
H 2.00400 -3.03711 2.61196 0.03 0.03 -0.14 0.351
H 3.65649 -2.58691 2.97506 0.05 0.14 -0.39 0.510
H 4.18486 -0.16228 3.10203 0.06 0.00 -0.01 0.969
H 3.88499 0.72047 1.66120 -0.02 0.02 -0.06 0.306
H 0.74914 1.31074 1.13891 -0.13 0.16 0.14 0.466
H -0.29758 -1.06596 -0.91483 -0.03 0.03 -0.03 0.583
H -0.86424 0.44712 -0.27588 -0.12 0.02 0.10 -0.215
H -2.50085 -1.39045 -0.89759 0.11 0.00 -0.05 0.598
H -1.97634 -2.34176 0.43186 0.18 0.04 0.12 0.433
H -4.08207 -0.44425 0.32614 0.11 -0.06 0.00 -0.146
H -3.55501 -1.33102 1.72012 0.08 0.03 0.07 0.518
H -3.69614 0.90779 2.33332 0.10 -0.08 0.15 0.600
H -1.98279 0.67533 2.25223 0.18 -0.14 -0.24 0.450
H -3.87901 2.31625 0.65947 -0.08 -0.16 -0.59 0.591
H -2.58527 1.59389 -0.34621 -0.11 0.06 -0.06 0.409
H -1.15874 2.63254 1.80020 -0.10 -0.16 0.03 0.178
H -2.53149 3.70455 1.79426 0.06 -0.01 0.09 0.577
H -1.64665 4.88372 0.03349 -0.08 -0.01 -0.32 0.334
H -1.42771 3.39568 -0.94189 -0.05 0.14 -0.07 0.343
H -0.20329 3.93125 0.21420 0.04 0.01 -0.13 0.252
H 2.49990 0.83622 0.18030 0.34 -0.02 0.04 0.287
H 3.42493 -0.52573 -0.48289 0.07 0.01 0.22 0.421
H 1.52720 -0.81666 -2.18269 -0.01 -0.03 0.05 0.315
H 0.87051 0.69994 -1.59690 0.05 0.09 0.03 0.208
H 2.49401 0.63013 -2.28081 -0.02 0.09 0.03 0.518
H 2.79691 -3.03836 0.51149 0.05 0.10 0.06 0.353
H 2.19083 -2.42324 -1.00602 -0.04 0.06 -0.01 0.658
F -6.15480 -0.22080 -0.30040 -0.17 0.06 -0.07 -0.352
C -6.75144 -1.36763 -0.69390 -0.05 -0.09 -0.01 0.485
C -7.07424 -1.52776 -2.02597 0.03 0.06 -0.09 -0.612
C -7.68165 -2.70983 -2.42323 0.08 -0.04 0.13 -0.064
C -7.96100 -3.70081 -1.49247 0.00 -0.02 -0.01 -0.756
C -7.62808 -3.51220 -0.15838 0.00 0.02 -0.06 -0.357
C -7.01304 -2.33754 0.25154 0.02 0.00 0.10 -0.349
H -6.85258 -0.73790 -2.73126 0.01 0.01 0.02 0.423
H -7.93774 -2.85879 -3.46132 -0.01 -0.01 0.00 0.322
H -8.43859 -4.61870 -1.80773 0.00 0.00 0.00 0.392
H -7.84773 -4.28180 0.56955 0.02 0.00 0.01 0.370
H -6.73769 -2.17076 1.28416 0.00 0.02 -0.01 0.446
F 10.86466 4.87222 -0.52848 0.00 0.01 0.00 -0.307
C 10.48381 3.64765 -0.94702 -0.02 -0.08 -0.03 0.434
C 11.18825 3.04202 -1.96758 0.08 0.03 -0.05 -0.580
C 10.79283 1.78013 -2.38844 -0.06 0.00 0.04 -0.252
C 9.70605 1.15162 -1.79600 0.00 -0.02 -0.02 -0.755
C 9.01109 1.78475 -0.77446 0.05 -0.02 -0.06 0.234
C 9.40274 3.04241 -0.33902 -0.07 0.03 0.07 -0.529
H 12.02793 3.55334 -2.41822 0.00 0.01 0.02 0.421
H 11.33752 1.28707 -3.18261 0.00 0.01 -0.01 0.362
H 9.40034 0.16893 -2.12949 0.00 0.00 0.01 0.402
H 8.16156 1.29355 -0.31574 0.15 0.14 -0.12 0.033
H 8.88499 3.55160 0.46232 0.02 0.01 0.00 0.476
F 4.87640 2.56228 1.42855 -0.11 0.31 -0.09 -0.220
C 5.19687 3.37894 2.46263 -0.01 0.05 0.15 0.287
C 6.29305 4.20521 2.33750 0.08 0.00 -0.10 -0.427
C 6.61677 5.03911 3.39816 -0.04 -0.02 0.04 -0.408
C 5.85122 5.02649 4.55609 0.00 0.01 0.02 -0.532
C 4.75409 4.18117 4.65425 0.07 0.04 -0.03 -0.627
C 4.41339 3.34754 3.59824 -0.09 -0.10 -0.01 -0.164
H 6.87455 4.19271 1.42579 -0.04 0.01 -0.02 0.422
H 7.46947 5.70000 3.31764 0.01 -0.01 -0.01 0.393
H 6.10953 5.67614 5.38140 0.00 0.00 0.00 0.383
H 4.15782 4.16759 5.55669 -0.02 0.00 -0.01 0.401
H 3.55717 2.68611 3.65348 0.01 -0.01 0.01 0.485
F -10.44483 -2.23618 -3.70666 -0.02 0.02 -0.06 -0.284
C -10.60205 -2.41359 -5.03431 -0.06 -0.01 -0.09 0.430
C -9.52723 -2.19946 -5.87439 0.08 0.02 0.04 -0.246
C -9.70071 -2.38969 -7.23808 -0.06 -0.02 0.01 -0.410
C -10.93430 -2.77893 -7.74037 0.00 0.00 -0.03 -0.532
C -12.00033 -2.98281 -6.87483 0.06 0.01 -0.01 -0.288
C -11.83840 -2.80386 -5.50882 -0.08 -0.03 0.04 -0.520
H -8.57575 -1.88665 -5.46652 -0.01 0.02 0.01 0.396
H -8.86736 -2.23154 -7.90956 0.01 0.01 0.01 0.352
H -11.06461 -2.92231 -8.80445 0.00 0.00 0.00 0.369
H -12.96451 -3.28231 -7.26343 0.00 -0.01 0.01 0.356
H -12.65294 -2.96373 -4.81561 0.01 0.02 0.02 0.410
```
Positions in Å, forces in eV/Å.

Properties
HOMO-LUMO gap = 8.44 eV
Electronic energy = -150221.394 eV
Charge = 0
HOMO = -7.9747 eV
2S+1 = 1

---

2.
C44H50GeN5ORhS | wB97M-V/def2-TZVPD

```
103
Properties=species:S:1:pos:R:3:forces:R:3:mulliken_charge:R:1
Rh 0.61672 0.83637 -0.26753 -3.98 -0.08 -2.23 -0.198
C 6.68112 -3.44983 -1.55403 -0.08 0.02 0.16 -1.763
C 5.79812 -3.08533 -0.35043 -0.02 -0.26 -0.02 2.168
C 6.51572 -3.41473 0.96907 -0.08 0.01 -0.17 -1.765
C 4.53932 -3.95053 -0.40973 0.19 0.26 0.02 -1.968
C 5.50572 -1.59133 -0.37673 -0.05 -0.04 -0.02 0.183
C 6.59792 -0.72323 -0.30203 -0.05 0.65 -0.04 -0.423
C 6.41202 0.64837 -0.29523 0.33 -0.54 -0.04 -1.622
C 5.13202 1.14477 -0.34653 -0.63 0.22 0.07 1.133
S 4.70162 2.82627 -0.28863 -0.84 -0.87 -0.10 -0.460
C 3.00872 2.33367 -0.35293 1.86 -2.87 -0.05 0.937
N 2.79652 0.97867 -0.36873 -0.24 3.21 -0.12 0.051
C 3.98212 0.31557 -0.40383 1.94 -0.24 0.26 -1.402
C 4.22312 -1.06933 -0.44533 -0.31 0.24 0.00 1.485
C 1.99902 3.28947 -0.38193 -2.01 2.52 0.06 0.260
C 2.27162 4.68317 -0.39953 0.27 -1.19 -0.05 -1.093
C 1.24702 5.59067 -0.38483 -0.18 0.54 0.00 -1.004
C -0.07228 5.15197 -0.37463 0.04 -0.73 0.02 -0.598
C -0.34868 3.78427 -0.39873 -0.40 1.26 0.08 0.899
C 0.65122 2.84817 -0.38833 1.92 -1.83 -0.28 -0.516
H 6.88992 -4.51853 -1.55803 0.02 -0.10 -0.01 0.437
H 7.63052 -2.92373 -1.52633 0.13 0.07 -0.02 0.378
H 6.17792 -3.19003 -2.48493 -0.02 -0.01 -0.06 0.384
H 6.68982 -4.48673 1.04107 0.05 -0.12 0.02 0.429
H 5.90022 -3.10613 1.81427 0.00 -0.01 0.06 0.391
H 7.47322 -2.90803 1.04327 0.13 0.05 0.03 0.386
H 4.81772 -5.00163 -0.40323 0.05 -0.12 -0.01 0.469
H 3.97752 -3.76203 -1.32213 -0.14 0.02 -0.08 0.448
H 3.91302 -3.77273 0.46277 -0.18 0.02 0.03 0.378
H 7.60712 -1.09983 -0.25903 0.08 -0.12 0.03 0.409
H 7.24852 1.32667 -0.24473 0.18 0.03 0.01 0.382
H 3.37782 -1.72433 -0.54623 -0.09 -0.13 0.04 -0.899
H 3.29982 5.00547 -0.45433 0.15 0.28 0.08 0.431
H 1.45882 6.65057 -0.39243 0.06 0.06 -0.01 0.367
H -0.89278 5.85137 -0.35223 -0.10 0.18 -0.04 0.487
H -1.38198 3.48677 -0.41853 0.06 -0.07 -0.10 0.121
C 1.66762 1.65557 4.20357 0.10 -0.11 -0.39 -1.430
C 1.84312 1.45647 2.70587 -0.11 -0.01 0.34 0.056
O 0.62882 1.02297 2.09137 -0.14 0.23 1.30 0.005
H 2.62422 1.93197 4.63687 0.10 0.08 0.20 0.412
H 1.31672 0.73657 4.66897 -0.03 -0.02 0.06 0.331
H 0.95002 2.45117 4.39977 -0.04 0.06 0.07 0.347
H 2.57232 0.66667 2.50557 -0.05 0.10 -0.05 0.247
H 2.19142 2.38597 2.23917 0.02 -0.11 -0.01 0.143
H -0.04368 1.70477 2.24937 0.19 -0.23 -0.13 0.089
C -1.26248 1.06647 -0.98323 2.06 -0.47 0.97 -0.793
Ge -3.18308 1.22347 -0.54163 -0.87 -0.11 0.04 2.835
C -4.02348 0.38557 1.10447 0.37 0.33 -0.61 0.634
C -4.05588 -0.98453 1.34507 0.14 -0.05 -0.10 0.157
C -4.75128 -1.51603 2.41667 0.05 -0.18 0.03 -1.222
C -5.42488 -0.68973 3.29527 -0.05 0.09 0.04 -0.557
C -5.42178 0.67457 3.06427 -0.08 -0.10 0.16 -0.852
C -4.74698 1.19357 1.97437 0.02 0.32 -0.03 -0.490
C -3.70878 3.16947 -0.29283 0.34 -0.82 -0.16 0.054
C -4.40678 3.95027 -1.20023 -0.08 -0.18 -0.16 -0.855
C -4.69378 5.27987 -0.93293 -0.09 0.15 -0.12 -0.659
C -4.30608 5.85177 0.26257 -0.02 0.10 0.00 -0.723
C -3.61118 5.08737 1.18577 0.07 0.07 0.12 -0.783
C -3.30328 3.77187 0.89767 0.07 -0.11 0.08 -0.082
C -4.09898 0.28527 -2.07633 0.28 0.52 0.57 0.222
C -4.64888 0.94447 -3.16793 0.02 0.14 -0.02 -0.268
C -5.31048 0.25487 -4.17133 -0.05 0.05 -0.13 -0.746
C -5.41848 -1.12313 -4.11683 -0.02 -0.02 -0.08 -0.501
C -4.83878 -1.80023 -3.05793 -0.03 -0.19 -0.09 -1.323
C -4.19218 -1.10133 -2.05553 0.07 -0.09 0.15 -0.086
H -1.18348 1.26347 -2.06173 -0.17 0.53 0.06 0.509
H -3.53918 -1.67143 0.69847 0.06 -0.15 -0.02 0.223
H -4.75988 -2.58663 2.55987 0.01 -0.12 0.03 0.432
H -5.95298 -1.10193 4.14137 -0.07 -0.05 0.09 0.377
H -5.94678 1.33897 3.73417 -0.09 0.08 0.05 0.440
H -4.79728 2.25837 1.80177 -0.07 -0.04 0.07 0.371
H -4.74808 3.52997 -2.13213 -0.03 0.02 -0.07 0.045
H -5.22118 5.86917 -1.67033 -0.06 0.02 -0.02 0.434
H -4.53688 6.88657 0.47327 -0.02 0.05 0.02 0.369
H -3.30558 5.52297 2.12657 0.06 0.01 0.06 0.421
H -2.72898 3.19137 1.61067 0.01 0.05 0.09 0.512
H -4.56508 2.01567 -3.25003 -0.01 0.09 -0.07 0.301
H -5.74348 0.80097 -4.99783 -0.02 0.03 -0.06 0.403
H -5.94268 -1.66263 -4.89493 0.01 -0.01 -0.01 0.380
H -4.89348 -2.87933 -3.00773 -0.02 -0.06 0.01 0.414
H -3.76208 -1.66173 -1.24033 0.00 -0.12 0.08 0.693
C 0.59462 -2.09743 -1.45353 0.04 0.05 -0.40 -0.868
N 0.17932 -3.48833 -1.48793 0.12 -0.24 -0.28 0.095
C -1.25228 -3.56473 -1.24363 -0.11 -0.08 -0.13 -0.735
N -1.59428 -3.00013 0.05707 -0.26 -0.08 0.06 0.477
C -1.14978 -1.62083 0.07987 -0.36 0.23 0.05 -1.030
N 0.29892 -1.46113 -0.15213 0.17 0.17 -0.07 2.209
C 0.96552 -2.24553 0.90597 0.17 0.00 0.33 -0.652
N 0.56322 -3.64283 0.89017 0.18 -0.23 0.26 0.142
C 0.86012 -4.21043 -0.42143 0.15 -0.09 -0.06 -0.311
C -0.87598 -3.72763 1.09487 -0.09 -0.07 0.19 -0.758
H 0.06592 -1.55163 -2.24373 0.12 0.05 0.21 0.249
H 1.66862 -2.04313 -1.64993 -0.10 0.08 0.03 -0.008
H -1.56268 -4.61303 -1.27533 -0.02 0.07 -0.01 0.388
H -1.77838 -3.00963 -2.02443 -0.02 -0.03 0.01 0.400
H -1.38618 -1.17463 1.05107 0.01 0.04 -0.17 0.528
H -1.67478 -1.07663 -0.71383 0.16 -0.13 0.19 -0.731
H 0.70872 -1.80943 1.87637 0.01 0.05 -0.12 0.378
H 2.04652 -2.19493 0.78297 -0.04 0.09 -0.03 -0.509
H 0.53402 -5.25473 -0.43423 0.08 0.05 -0.01 0.418
H 1.93492 -4.16583 -0.60253 -0.06 -0.06 0.06 -0.217
H -1.13258 -3.29103 2.06457 0.02 -0.07 -0.01 0.398
H -1.17518 -4.78003 1.08037 -0.01 0.08 0.03 0.349
```
Positions in Å, forces in eV/Å.

Properties
HOMO-LUMO gap (spin up / spin down) = 5.90 / 5.95 eV
Electronic energy = -126292.906 eV
Charge = 0
HOMO (spin up / spin down) = -6.1234 / -6.2561 eV
2S+1 = 1

---

- What is the electronic energy in the first record?
  -150221.394 eV